(1)
DFT (ωB97M-V with the def2-TZVPD basis set) results for a structure of composition C11H31IO8 at a distorted geometry.

```
51
Properties=species:S:1:pos:R:3:forces:R:3
O -1.4376 -0.0746 0.1365 2.2 -3.1 1.5
C -2.0606 0.7785 -0.3413 -0.6 1.2 -0.3
O -1.5236 1.9928 -0.5561 -0.8 1.3 -0.6
O -3.3011 0.5433 -0.7457 -1.2 0.7 -0.4
I -4.6509 1.7717 0.0917 -0.1 0.2 -0.2
H -1.4126 2.4679 0.2746 0.2 -0.1 0.0
C 2.0060 1.2385 -0.2703 0.1 0.0 -0.1
C 2.4251 0.8034 -1.6591 -0.5 -0.1 0.1
O 2.2090 -0.5968 -1.8301 0.2 0.0 -0.2
H 2.5647 0.6913 0.4850 0.1 0.1 0.0
H 2.1762 2.3076 -0.1262 0.0 0.0 0.0
H 0.9474 1.0268 -0.1047 0.0 0.0 -0.1
H 3.4861 0.9928 -1.8176 0.0 -0.1 0.0
H 1.8595 1.3479 -2.4243 0.1 0.1 0.0
H 1.2691 -0.7630 -1.6985 0.0 0.0 0.0
C -8.9578 2.5644 1.9740 0.0 0.0 -0.1
C -7.6092 2.9188 2.5710 -0.3 0.2 -0.1
O -6.8636 3.7663 1.6926 0.3 -0.3 0.0
H -8.8297 2.0629 1.0139 0.0 -0.1 0.0
H -9.5205 1.9092 2.6401 0.0 0.0 0.0
H -9.5483 3.4654 1.7919 0.0 0.0 0.1
H -7.0151 2.0203 2.7330 0.1 0.1 0.0
H -7.7338 3.4265 3.5319 0.0 -0.1 0.1
H -7.3768 4.5688 1.5528 0.1 0.0 -0.1
C 1.4823 -3.0295 0.4883 0.0 0.0 0.0
C 2.2216 -4.3231 0.2047 -0.4 0.0 -0.2
O 1.4061 -5.4585 0.4925 0.1 -0.1 0.1
H 1.1687 -2.9908 1.5301 0.0 -0.1 0.0
H 2.1142 -2.1659 0.2752 -0.1 0.0 0.0
H 0.5770 -2.9599 -0.1215 0.1 0.0 -0.1
H 3.1116 -4.4005 0.8277 0.0 -0.1 0.0
H 2.5311 -4.3669 -0.8447 0.1 0.1 0.0
H 0.6227 -5.4029 -0.0640 0.0 0.0 0.0
C 3.6489 -0.8973 -5.0288 0.0 -0.1 -0.1
C 4.9843 -0.4119 -4.4994 -0.3 0.3 -0.1
O 5.6064 0.4905 -5.4138 0.1 -0.1 0.0
H 3.7793 -1.3941 -5.9916 0.1 0.0 0.0
H 3.1827 -1.5934 -4.3310 0.0 0.1 0.0
H 2.9679 -0.0574 -5.1889 0.0 0.0 0.1
H 5.6673 -1.2482 -4.3591 0.1 0.1 0.0
H 4.8554 0.0917 -3.5365 0.0 -0.2 0.1
H 5.0131 1.2389 -5.5335 0.0 0.0 0.0
C 1.4866 -1.1672 3.6274 0.0 0.0 0.1
C 1.7376 0.3019 3.9128 -0.4 -0.1 -0.2
O 1.7560 1.0523 2.7012 0.1 0.1 0.3
H 2.2580 -1.5636 2.9679 0.1 0.0 0.1
H 1.4781 -1.7512 4.5496 0.0 0.0 0.0
H 0.5281 -1.3009 3.1203 0.0 0.0 0.1
H 2.7032 0.4393 4.3973 0.0 0.1 -0.1
H 0.9616 0.7070 4.5714 0.1 -0.1 0.1
H 0.8989 0.9395 2.2758 0.1 -0.1 0.0
```
Positions in Å, forces in eV/Å.

**Charge**: 0
**Energy relative to the best compared isomer or geometry (same formula, charge and spin)**: 0.0 kJ/mol
**Electronic energy**: -1337.23048 a.u.

(2)
DFT (ωB97M-V with the def2-TZVPD basis set) results for a cluster of 10 separate species, C11H31N14O20 in total at a distorted geometry.

```
76
Properties=species:S:1:pos:R:3:forces:R:3
N -2.2424 -3.6150 -1.7721 -1.3 0.5 0.6
C -1.2716 -3.7707 -0.8141 2.7 0.1 1.0
N -1.2513 -4.6071 0.4494 6.1 5.5 -2.9
C 0.1253 -4.2031 0.9770 -2.2 1.3 -3.8
N 0.7878 -3.2237 0.0146 -2.9 -3.3 0.8
O 2.0116 -2.6254 0.1534 -0.6 -2.6 -1.9
N 1.8805 -1.9219 1.3051 -2.7 6.7 1.9
O 1.0990 -0.9756 1.1420 3.0 -3.9 1.0
N -0.0237 -2.9568 -1.0765 -3.3 -3.2 2.8
H -3.0086 -2.9098 -1.5525 1.3 -1.6 -0.6
H -2.2697 -4.0608 -2.7150 0.3 0.5 1.5
H 0.6214 -4.5888 1.9710 -0.9 0.7 -2.2
H 0.1237 -2.3242 -1.9162 0.2 -0.7 1.4
C -2.0775 0.4983 -0.4509 0.3 0.1 0.1
N -2.9115 -0.1214 -1.5159 -0.5 -0.2 -0.4
O -2.3221 -0.5777 -2.5025 -1.0 0.3 1.1
O -4.1341 -0.1324 -1.3313 1.8 -0.3 -0.4
H -1.0273 0.4381 -0.7446 -0.3 0.0 -0.1
H -2.3910 1.5395 -0.3510 0.0 -0.2 0.1
H -2.2526 -0.0597 0.4712 -0.1 0.2 -0.1
C 0.2287 0.6717 4.2497 0.2 -0.1 0.3
N -0.1277 1.9447 3.5669 0.2 0.9 -0.1
O 0.4381 2.9731 3.9557 -1.1 -1.4 -0.9
O -0.9652 1.8755 2.6599 1.0 0.3 1.0
H 0.9725 0.8809 5.0215 -0.2 0.1 -0.2
H -0.6843 0.2689 4.6931 0.2 0.0 -0.2
H 0.6358 -0.0043 3.4951 -0.2 0.1 0.1
C 3.7915 0.4176 -0.0474 -0.3 0.0 0.1
N 4.7705 1.2067 -0.8427 1.1 0.5 -0.6
O 4.3210 2.1050 -1.5638 0.7 -1.2 0.9
O 5.9627 0.9022 -0.7204 -2.0 0.6 -0.3
H 2.7862 0.7924 -0.2521 0.3 0.0 -0.1
H 3.8835 -0.6264 -0.3536 0.2 0.2 0.1
H 4.0436 0.5462 1.0072 0.1 -0.1 -0.2
C 4.9768 3.7986 -3.9779 -0.1 -0.1 0.1
N 5.3233 4.0932 -5.3945 0.5 0.4 -1.0
O 4.4444 3.9038 -6.2434 1.2 0.2 0.9
O 6.4678 4.5064 -5.6143 -1.9 -0.7 0.2
H 3.9444 3.4452 -3.9329 0.3 0.1 -0.1
H 5.6641 3.0274 -3.6241 -0.1 0.3 0.0
H 5.0925 4.7245 -3.4109 0.1 -0.2 -0.1
C -1.4461 5.3946 1.8965 0.3 0.1 0.1
N -2.2800 4.7749 0.8314 -0.7 -0.3 -0.5
O -1.6907 4.3186 -0.1552 -1.0 0.3 1.1
O -3.5026 4.7640 1.0161 1.8 -0.2 -0.5
H -0.3959 5.3344 1.6027 -0.3 -0.1 0.0
H -1.7595 6.4358 1.9964 -0.1 -0.2 0.0
H -1.6211 4.8367 2.8186 0.0 0.1 -0.2
C 1.6908 -8.5812 2.2780 -0.3 -0.3 0.1
N 1.6708 -7.0936 2.2891 0.6 0.6 -0.1
O 0.5988 -6.5440 2.5676 1.3 -0.2 -0.3
O 2.7320 -6.5196 2.0182 -1.9 -0.5 0.4
H 0.6948 -8.9498 2.5331 0.2 0.2 -0.1
H 1.9739 -8.8995 1.2726 0.1 0.1 0.2
H 2.4238 -8.9066 3.0190 0.0 0.1 -0.2
C -4.9668 2.3741 -2.9007 0.1 0.0 0.1
N -5.3548 2.6070 -4.3181 -0.3 0.2 -1.1
O -4.5036 3.1061 -5.0632 -1.3 -0.7 0.9
O -6.5028 2.2820 -4.6426 1.8 0.5 0.4
H -3.9358 2.7047 -2.7578 -0.2 0.0 -0.2
H -5.6478 2.9527 -2.2733 0.1 -0.2 -0.1
H -5.0590 1.3038 -2.7054 -0.2 0.3 -0.1
C -3.8284 -0.9568 7.2615 -0.2 0.0 0.3
N -2.5851 -0.4098 6.6541 0.8 0.6 0.3
O -1.8963 0.3415 7.3540 -0.9 -1.2 -1.4
O -2.3358 -0.7504 5.4918 -0.2 0.4 1.4
H -3.9207 -0.5759 8.2809 0.1 0.0 -0.3
H -4.6685 -0.6245 6.6482 0.2 -0.2 0.0
H -3.7433 -2.0453 7.2628 0.0 0.2 -0.1
C 2.0201 1.3938 -5.0549 0.2 0.2 -0.3
N 2.1152 0.1943 -4.1797 0.7 -0.8 0.1
O 3.1114 -0.5259 -4.3128 -1.7 0.9 0.6
O 1.1871 0.0098 -3.3837 1.0 -0.2 -0.6
H 2.9000 1.4304 -5.7008 -0.2 -0.1 0.2
H 1.1092 1.2967 -5.6491 0.1 0.1 0.2
H 1.9804 2.2720 -4.4072 -0.2 -0.2 -0.1
```
Positions in Å, forces in eV/Å.

**Charge**: +1
**Electronic energy**: -2707.68008 a.u.

(3)
DFT (ωB97M-V with the def2-TZVPD basis set) results for a cluster of 3 separate species, C11H32BN4O6P2S2 in total at a distorted geometry.

```
58
Properties=species:S:1:pos:R:3:forces:R:3
C -1.2688 0.9722 -2.6975 -0.2 1.1 -0.8
P -1.4961 2.8330 -2.8487 -1.0 0.3 1.0
O -2.3980 3.1198 -4.3046 1.5 -1.2 -0.2
B 0.2758 3.6408 -3.1116 -0.4 0.2 -1.3
C 0.5163 3.8026 -4.7267 0.7 0.0 0.2
C 1.9249 4.2746 -5.1718 0.1 -0.7 -1.1
N 2.1792 3.6021 -6.5117 -0.3 0.3 0.3
N 3.0088 3.8169 -4.3127 -0.1 0.6 0.0
N 1.9910 5.7326 -5.3571 -0.2 -0.7 1.0
P 0.1897 5.3153 -2.1119 -0.9 0.0 1.1
N 1.7976 5.4411 -1.3304 0.2 0.5 -1.3
O 0.1284 6.6150 -3.2093 1.2 -1.1 -0.4
H -1.0388 0.7685 -1.6499 0.3 0.2 -0.3
H -0.4777 0.6365 -3.3742 -0.1 -0.4 0.2
H -2.2321 0.4968 -2.9063 0.1 -0.1 -0.2
H -3.1301 3.6259 -4.0107 -1.0 0.6 0.4
H 1.0490 2.8734 -2.6146 0.2 0.0 0.4
H 0.3924 2.8047 -5.1742 0.0 0.1 0.0
H -0.2264 4.4465 -5.2125 0.0 0.0 0.1
H 2.8452 4.2104 -6.9750 0.3 -0.1 -0.2
H 1.3178 3.7465 -7.0305 -0.1 -0.3 -0.1
H 3.5813 3.1647 -4.8190 0.1 -0.1 -0.1
H 3.5619 4.6075 -4.0196 0.1 0.0 0.4
H 2.9121 6.0037 -5.6661 0.1 0.0 -0.3
H 1.2902 5.9517 -6.0442 -0.1 0.5 -0.1
H 1.7458 5.0297 -0.4156 -0.2 -0.1 0.3
H 1.9544 6.4329 -1.2077 0.1 0.2 0.3
H -0.3761 7.3157 -2.8323 -0.6 0.5 0.6
C -1.5476 -3.2440 1.9990 -0.1 0.0 -0.1
C -2.7355 -3.0668 1.0450 0.0 0.0 0.0
C -2.5974 -1.6880 0.3886 -0.5 -0.2 0.0
S -0.8422 -1.3224 0.3626 0.3 -0.1 -0.2
O -0.5960 -0.1928 1.2258 0.0 -0.1 -0.2
O -0.3624 -1.3656 -0.9944 0.1 0.0 0.4
C -0.3175 -2.8044 1.2138 -0.1 -0.3 0.3
H -1.4538 -4.2680 2.3444 0.0 0.0 0.0
H -1.6793 -2.6022 2.8755 0.0 0.0 0.0
H -2.7047 -3.8451 0.2787 0.0 0.0 0.0
H -3.6889 -3.1589 1.5658 0.0 0.0 0.0
H -2.9750 -1.6769 -0.6309 0.1 0.2 0.0
H -3.0891 -0.9130 0.9739 0.1 0.1 0.0
H 0.5421 -2.5807 1.8421 0.0 0.1 -0.1
H -0.0479 -3.5423 0.4586 0.0 0.0 0.0
C -0.6036 -4.5849 7.1790 0.0 -0.1 0.0
C 0.5345 -5.5748 7.4539 0.0 0.0 0.1
C 0.9610 -6.1688 6.1064 0.1 -0.2 0.4
S 0.5890 -4.9223 4.8723 0.2 0.2 0.0
O -0.4461 -5.4325 4.0049 0.2 -0.1 0.0
O 1.8190 -4.3793 4.3499 -0.3 -0.2 -0.2
C -0.1435 -3.7418 5.9947 -0.2 0.1 0.3
H -0.8214 -3.9657 8.0484 0.0 0.0 0.0
H -1.5135 -5.1304 6.9173 0.0 0.0 0.0
H 1.3760 -5.0451 7.9058 0.0 0.0 0.0
H 0.2304 -6.3573 8.1484 0.0 0.0 0.0
H 2.0247 -6.3912 6.0749 0.0 0.0 -0.2
H 0.3884 -7.0613 5.8601 0.0 0.1 -0.1
H -0.9534 -3.2160 5.4940 0.1 0.0 -0.1
H 0.6357 -3.0386 6.2878 0.0 0.0 -0.1
```
Positions in Å, forces in eV/Å.

**Charge**: -1
**Electronic energy**: -2612.74478 a.u.

Number 1: LUMO level -0.0512 Ha, highest occupied orbital energy -9.97 eV, orbital gap 8.58 eV. Number 2: LUMO level -0.2115 Ha, highest occupied orbital energy -12.43 eV, orbital gap 6.67 eV. Number 3: LUMO level 0.0573 Ha, highest occupied orbital energy -2.57 eV, orbital gap 4.13 eV.